## 1
Molecular formula: C17H53O22P5
Method: DFT, ωB97M-V/def2-TZVPD

```
! wB97M-V def2-TZVPD RIJCOSX def2/J DEFGRID3
* xyz 0 1
C 0.44 0.80 0.39
O 0.50 0.78 -1.03
H 0.86 1.71 0.84
H -0.61 0.76 0.66
H 0.92 -0.11 0.77
H 1.37 0.42 -1.26
C 3.49 3.04 0.79
O 3.94 3.20 2.13
H 4.33 3.18 0.10
H 3.09 2.04 0.60
H 2.74 3.78 0.53
H 4.90 3.27 2.13
C -1.51 -0.45 3.52
O -1.79 -0.61 2.13
P -2.71 -1.75 1.56
O -2.84 -1.67 0.11
O -2.06 -3.08 2.11
C -2.16 -4.31 1.38
O -4.06 -1.66 2.39
C -5.01 -0.65 2.05
H -2.21 0.25 3.97
H -0.51 -0.04 3.63
H -1.55 -1.41 4.04
H -1.24 -4.49 0.82
H -2.99 -4.29 0.67
H -2.28 -5.12 2.09
H -5.96 -1.15 1.87
H -4.73 -0.13 1.13
H -5.08 0.09 2.84
C 6.45 0.59 -0.87
O 5.03 0.54 -0.97
P 4.21 -0.80 -1.05
O 2.82 -0.62 -1.43
O 5.13 -1.64 -2.02
C 4.66 -2.83 -2.66
O 4.45 -1.52 0.33
C 3.42 -1.63 1.32
H 6.70 1.44 -0.24
H 6.86 0.81 -1.85
H 6.88 -0.32 -0.46
H 5.41 -3.62 -2.57
H 4.49 -2.61 -3.71
H 3.71 -3.20 -2.28
H 3.93 -1.64 2.29
H 2.87 -2.56 1.18
H 2.76 -0.77 1.29
C -2.33 3.02 4.37
O -1.37 3.13 3.30
P -0.59 4.50 3.11
O -1.43 5.68 3.10
O 0.50 4.51 4.24
C 1.40 3.41 4.40
O 0.30 4.27 1.83
C -0.23 4.46 0.53
H -2.47 3.96 4.89
H -1.93 2.25 5.03
H -3.27 2.66 3.96
H 2.42 3.78 4.45
H 1.35 2.73 3.56
H 1.15 2.88 5.32
H -1.24 4.87 0.54
H -0.27 3.52 -0.03
H 0.38 5.17 -0.03
C -2.78 0.84 -2.43
O -3.50 2.09 -2.53
P -4.23 2.46 -3.87
O -3.54 2.16 -5.11
O -5.64 1.75 -3.70
C -6.72 2.15 -4.53
O -4.61 3.98 -3.64
C -3.60 4.92 -3.26
H -1.73 1.02 -2.22
H -2.90 0.24 -3.33
H -3.21 0.29 -1.59
H -6.41 2.79 -5.36
H -7.45 2.71 -3.94
H -7.19 1.27 -4.95
H -3.54 5.00 -2.18
H -3.84 5.87 -3.73
H -2.62 4.64 -3.67
C 3.60 -6.16 -0.21
O 2.93 -4.89 -0.11
P 1.49 -4.73 -0.72
O 0.41 -5.48 -0.09
O 1.39 -3.17 -0.67
C 0.15 -2.51 -1.00
O 1.70 -5.11 -2.26
C 0.59 -5.55 -3.05
H 2.98 -6.90 -0.71
H 3.87 -6.48 0.79
H 4.50 -6.01 -0.80
H -0.26 -2.05 -0.11
H -0.58 -3.21 -1.39
H 0.40 -1.76 -1.74
H 0.58 -4.97 -3.97
H -0.36 -5.40 -2.54
H 0.71 -6.61 -3.24
*
```

Output
* Kohn-Sham gap: 10.10 eV
* HOMO: -9.7 eV
* structure (SMILES): COP(=O)(OC)OC.COP(=O)(OC)OC.COP(=O)(OC)OC.COP(=O)(OC)OC.COP(=O)(OC)OC.CO.CO

## 2
Molecular formula: C17H53O22P5
Method: DFT, ωB97M-V/def2-TZVPD

```
! wB97M-V def2-TZVPD RIJCOSX def2/J DEFGRID3
* xyz 0 1
C 3.95 0.92 -1.38
O 4.48 1.52 -0.20
P 4.74 0.54 1.04
O 3.57 -0.24 1.49
O 5.32 1.49 2.17
C 4.45 2.01 3.18
O 6.02 -0.35 0.68
C 6.33 -1.48 1.50
H 2.86 0.94 -1.45
H 4.26 -0.13 -1.43
H 4.35 1.39 -2.28
H 4.70 1.64 4.17
H 3.42 1.74 2.95
H 4.55 3.10 3.25
H 7.36 -1.42 1.85
H 6.16 -2.41 0.97
H 5.67 -1.48 2.37
C -1.01 3.27 -1.11
O -1.85 4.40 -0.97
P -2.22 5.35 -2.19
O -1.11 6.14 -2.74
O -3.42 6.20 -1.61
C -3.11 7.19 -0.63
O -2.90 4.35 -3.25
C -3.65 4.89 -4.32
H -0.73 3.00 -2.13
H -1.51 2.39 -0.71
H -0.05 3.39 -0.61
H -3.11 8.16 -1.12
H -2.17 6.98 -0.12
H -3.85 7.22 0.17
H -3.91 5.94 -4.15
H -4.60 4.39 -4.50
H -3.04 4.91 -5.22
C -1.98 -0.81 2.69
O -2.50 0.23 1.88
P -2.64 1.71 2.45
O -1.38 2.32 2.89
O -3.79 1.62 3.59
C -3.39 1.62 4.97
O -3.37 2.44 1.23
C -3.92 3.74 1.43
H -2.82 -1.43 3.01
H -1.50 -0.50 3.63
H -1.26 -1.37 2.11
H -2.35 1.96 5.08
H -3.48 0.61 5.35
H -4.00 2.37 5.46
H -4.99 3.76 1.24
H -3.40 4.43 0.77
H -3.71 4.11 2.44
C -1.75 1.51 -5.17
O -1.90 1.29 -3.78
P -2.03 -0.25 -3.31
O -3.08 -0.96 -4.04
O -0.57 -0.84 -3.49
C 0.52 -0.22 -2.80
O -2.25 -0.17 -1.74
C -2.33 -1.38 -0.97
H -0.69 1.47 -5.41
H -2.12 2.47 -5.52
H -2.31 0.81 -5.80
H 1.31 -0.04 -3.52
H 0.86 -0.83 -1.97
H 0.17 0.73 -2.38
H -1.38 -1.50 -0.45
H -2.58 -2.27 -1.54
H -3.12 -1.18 -0.25
C 1.28 -7.70 3.32
O 1.07 -7.64 1.93
P 1.29 -6.25 1.16
O 2.66 -5.74 1.12
O 0.22 -5.30 1.87
C 0.16 -3.92 1.52
O 0.66 -6.62 -0.27
C -0.74 -6.89 -0.36
H 1.87 -8.55 3.65
H 0.33 -7.73 3.86
H 1.79 -6.81 3.71
H 0.87 -3.64 0.74
H 0.32 -3.22 2.34
H -0.87 -3.78 1.19
H -1.24 -6.09 -0.91
H -1.25 -6.95 0.60
H -0.84 -7.83 -0.88
C 0.59 0.60 0.60
O 1.04 -0.73 0.58
H -0.03 0.78 -0.28
H 0.03 0.90 1.49
H 1.42 1.31 0.52
H 1.92 -0.80 0.99
C 3.44 -3.19 -1.35
O 3.48 -3.59 -2.72
H 3.08 -3.96 -0.68
H 4.46 -2.88 -1.09
H 2.81 -2.30 -1.18
H 3.86 -2.85 -3.21
*
```

Output
* Kohn-Sham gap: 10.49 eV
* HOMO: -10.0 eV
* structure (SMILES): COP(=O)(OC)OC.COP(=O)(OC)OC.COP(=O)(OC)OC.COP(=O)(OC)OC.COP(=O)(OC)OC.CO.CO

Relative to the most stable structure, the computed energies are 1 0.0; 2 19.9, all in kcal/mol.

## 1
Molecular formula: C4H4ClF3
Method: DFT, ωB97M-V/def2-TZVPD

```
! wB97M-V def2-TZVPD RIJCOSX def2/J DEFGRID3
* xyz 0 1
C 2.62 0.28 0.13
C 1.30 -0.43 -0.06
C 0.06 0.06 -0.08
C -1.20 -0.76 -0.09
H 3.36 -0.08 -0.62
H 2.59 1.31 0.07
H 3.06 -0.11 1.09
H -1.08 -1.82 -0.25
F 1.39 -1.80 -0.19
F -1.85 -0.69 1.18
F -1.99 -0.24 -1.02
Cl -0.15 1.78 0.03
*
```

Output
* Kohn-Sham gap: 10.62 eV
* HOMO: -9.9 eV
* structure (SMILES): C/C(F)=C(\Cl)C(F)F

## 2
Molecular formula: C4H4ClF3
Method: DFT, ωB97M-V/def2-TZVPD

```
! wB97M-V def2-TZVPD RIJCOSX def2/J DEFGRID3
* xyz 0 1
C -1.30 -0.77 1.19
C -0.75 -0.96 -0.01
C -0.32 0.21 -0.92
C 1.41 0.86 -0.04
F 0.16 -0.13 -2.16
F 1.06 1.91 0.65
F 1.80 -0.06 0.89
Cl 2.53 1.08 -1.29
H -1.64 -1.71 1.62
H -1.56 0.27 1.58
H -0.53 -1.91 -0.50
H -0.86 1.20 -1.00
*
```

Output
* Kohn-Sham gap: 10.00 eV
* HOMO: -9.3 eV

Relative to the most stable structure, the computed energies are 1 0.0; 2 44.2, all in kcal/mol.

## 1
Molecular formula: C5H7NS2
Method: DFT, ωB97M-V/def2-TZVPD

```
! wB97M-V def2-TZVPD RIJCOSX def2/J DEFGRID3
* xyz 0 1
C -0.34 -3.17 -1.35
C -0.14 -1.78 -0.74
C 1.10 -1.09 -0.56
C 0.81 0.09 -0.04
C -1.13 -0.90 -0.30
H 0.62 -3.96 -0.99
H -1.44 -3.61 -1.01
H -0.49 -3.04 -2.66
H 2.14 -1.38 -0.76
H 2.79 0.75 0.97
H -1.69 1.34 1.88
H -2.14 -1.01 -0.53
N -0.60 0.28 0.04
S 1.65 1.50 0.73
S -1.49 1.63 0.57
*
```

Output
* Kohn-Sham gap: 8.42 eV
* HOMO: -7.8 eV
* structure (SMILES): Cc1cc(S)n(S)c1

## 2
Molecular formula: C5H7NS2
Method: DFT, ωB97M-V/def2-TZVPD

```
! wB97M-V def2-TZVPD RIJCOSX def2/J DEFGRID3
* xyz 0 1
C 1.12 -0.29 -0.33
C 0.04 0.54 0.35
C -0.90 1.70 0.16
C -1.71 -0.81 -0.19
C -0.35 -0.47 -0.64
H 1.83 -1.51 1.55
H 3.34 -1.29 -0.04
H 1.64 -0.01 -1.22
H -0.03 -0.05 1.38
H -1.06 2.33 1.01
H -0.46 2.23 -0.84
H -0.57 0.29 -1.47
N 2.05 -1.38 0.20
S -2.38 0.81 0.03
S -2.57 -2.08 0.06
*
```

Output
* Kohn-Sham gap: 8.71 eV
* HOMO: -8.6 eV

Relative to the most stable structure, the computed energies are 1 0.0; 2 103.6, all in kcal/mol.